Below is a structure of composition CH4N3S2 at a distorted geometry, with properties calculated with the ωB97M-V functional and the def2-TZVPD basis.

Output
Net charge ... +1
Highest occupied orbital energy ... -13.74 eV
LUMO ... -0.2127 Ha
Relative energy (zero: lowest compared OMol25 entry of this formula, charge and spin) ... 67.0 kcal per mole
Calculated total energy ... -27231.4927 eV
Frontier orbital gap ... 7.9 eV

Geometry (Å):
C (-0.02, -0.28, 0.01)
N (1.26, -0.13, 0.08)
N (-1.23, 1.23, -0.12)
N (-0.83, -1.26, -0.02)
S (2.42, 1.06, 0.11)
S (2.89, -0.93, 0.07)
H (-0.86, 2.12, -0.59)
H (-1.24, 1.49, 0.83)
H (-0.59, -2.24, -0.16)
H (-1.79, -1.07, -0.21)

The natural (NBO) scheme yields these atomic charges, measured in e: atom 1 (C): 0.687, atom 2 (N): -0.680, atom 3 (N): -0.764, atom 4 (N): -0.733, atom 5 (S): 0.462, atom 6 (S): 0.390, atom 7 (H): 0.389, atom 8 (H): 0.357, atom 9 (H): 0.436, atom 10 (H): 0.456